[1]
C4H7NO | ωB97M-V/def2-TZVPD

Geometry as XYZ:
```
13
Properties=species:S:1:pos:R:3
H 0.41617 1.64229 -0.23096
H -0.23608 -2.09773 0.39299
C 0.81414 -0.31485 -0.99527
H -0.81962 0.59087 2.15800
O -1.49470 1.21323 1.86222
H -0.32698 1.38112 -1.88140
H 1.98009 -1.37631 0.32395
H 1.11257 -0.90456 -1.85496
N 1.35265 -0.57264 0.33398
H -1.91584 0.74871 1.12280
C 0.01841 0.92930 -0.95449
C -0.01053 -1.04980 0.20102
C -0.89029 -0.18963 -0.47789
```

The multiplicity is 1. As for the total energy: -286.43073 hartree. The value obtained for the orbital gap is 9.18 eV. The calculation puts the maximum force at 0.59 eV/A.


[2]
C4H7NO | ωB97M-V/def2-TZVPD

Geometry as XYZ:
```
13
Properties=species:S:1:pos:R:3
O -1.15636 -1.36577 -1.27276
H 0.54955 0.41511 0.66075
H -2.03137 1.35066 -1.65332
H -1.51049 2.63560 -0.40650
H 0.65533 -1.62776 2.45594
H 2.13787 -1.42580 1.50657
H 0.96421 -2.66297 1.05424
H 0.62639 2.32275 -1.09460
C -1.22235 1.92974 -1.19816
C 0.38295 -0.64825 0.54155
C -0.42681 -1.00918 -0.43101
N -0.03655 1.73169 -1.60353
C 1.06761 -1.64582 1.44084
```

The multiplicity is 1. Its SMILES is CC=C=O.C=N. As for the total energy: -286.53847 hartree. The value obtained for the orbital gap is 9.48 eV. The calculation puts the maximum force at 0.92 eV/A.